(1)
DFT (the ωB97M-V functional and the def2-TZVPD basis) results for a molecular structure, C23H33BN.

For the electronic energy, the calculation gives -975.49488 hartree. The frontier orbital gap is 8.17 eV. The charge is +1.

Structure (XYZ):
```
58
C23H33BN | the Open Molecules 2025 dataset | the ωB97M-V functional and the def2-TZVPD basis
C -0.96733 7.17467 4.56645
C -0.44554 8.41582 3.78160
C -1.43085 8.59442 2.62351
C -2.38200 7.58522 2.62747
C -2.02209 6.50533 3.66190
C -3.18520 5.87085 4.36422
C -4.40232 5.69255 3.67481
C -5.41885 4.88417 4.20715
C -5.25175 4.29243 5.47312
C -4.12213 4.59943 6.24888
C -3.09922 5.38618 5.69064
H -0.13220 6.46947 4.72905
H -1.30593 7.47683 5.57353
H -0.40121 9.29462 4.42839
H 0.60996 8.29248 3.42906
H -1.38154 9.43365 1.92591
H -3.26190 7.55256 2.01393
H -4.53784 6.20363 2.70084
H -6.31274 4.67044 3.59022
H -6.00889 3.64075 5.88527
H -3.99230 4.21836 7.29312
H -2.23465 5.70893 6.29358
C -2.56392 3.82366 1.40946
C -1.32892 2.94967 1.25282
C -1.64669 1.68014 2.08697
N -0.07625 3.61042 1.75586
C 0.95324 2.56277 1.97880
C 1.27844 1.72165 0.90174
C 2.25760 0.75432 1.07876
C 2.91575 0.57373 2.32825
C 2.55122 1.43698 3.40353
C 1.58094 2.42491 3.20251
C 0.51414 4.46368 0.64294
C 1.90922 4.97632 1.02933
C -0.36646 5.67329 0.31043
B -0.38155 4.43942 3.13406
H -1.49457 5.45745 3.03340
H -3.43814 3.30671 0.95821
H -2.80679 4.03270 2.47806
H -2.47333 4.79385 0.92472
H -1.15162 2.71621 0.19698
H -2.57724 1.22188 1.74099
H -0.89187 0.91152 1.96455
H -1.76603 1.87552 3.14960
H 0.79996 1.83347 -0.05802
H 2.51763 0.11556 0.24215
H 3.69085 -0.18851 2.45167
H 3.04097 1.33324 4.37038
H 1.34856 3.04643 4.04979
H 0.56428 3.79872 -0.25201
H 2.30114 5.69927 0.29876
H 1.97049 5.44592 1.99827
H 2.61998 4.15108 1.02598
H 0.23536 6.46106 -0.20771
H -1.18712 5.41821 -0.38131
H -0.76470 6.15401 1.22016
H -0.66200 3.72515 4.07586
H 0.61692 5.04308 3.48579
```

***

(2)
DFT (the ωB97M-V functional and the def2-TZVPD basis) results for a molecular structure, C23H33BN7STl.

For the electronic energy, the calculation gives -1874.57024 hartree. The frontier orbital gap is 5.79 eV. The charge is +2.

Structure (XYZ):
```
66
C23H33BN7STl | the Open Molecules 2025 dataset | the ωB97M-V functional and the def2-TZVPD basis
Tl -0.33737 -0.13719 -0.08420
C 0.06316 -1.71230 4.67486
C -0.59022 -0.60611 3.83692
C -1.52829 -1.20108 2.79050
C 0.47500 0.25824 3.23272
C 1.44263 1.00553 3.91339
C 2.19530 1.61763 2.93259
N 1.71451 1.26325 1.73254
N 0.66849 0.42794 1.92452
B 2.25393 1.72050 0.36844
N 2.64801 0.50243 -0.48251
C 3.85566 0.26654 -1.01388
C 3.81135 -0.92201 -1.71116
C 2.50197 -1.39379 -1.56941
N 1.82684 -0.51737 -0.82259
C 1.93910 -2.66571 -2.12782
C 2.71727 -3.86204 -1.56563
C 0.44544 -2.81398 -1.85679
N 1.18868 2.54663 -0.36596
C 1.33427 3.81401 -0.77214
C 0.18699 4.20854 -1.42223
C -0.66771 3.10158 -1.38089
N -0.04007 2.11017 -0.73543
C -2.05650 3.04775 -1.93785
C -2.64291 1.64830 -1.88697
C -2.94799 4.04246 -1.18333
H -0.70043 -2.32380 5.15331
H 0.69052 -1.28829 5.45593
H 0.68530 -2.35471 4.05036
H -1.17390 0.02766 4.51035
H -0.98110 -1.87365 2.11945
H -2.03451 -0.41664 2.21912
H -2.29995 -1.78813 3.28685
H 1.57194 1.08356 4.97778
H 3.03520 2.28483 3.01738
H 3.20927 2.40297 0.53735
H 4.67040 0.95371 -0.86611
H 4.61097 -1.38994 -2.25675
H 2.09806 -2.63952 -3.20948
H 2.61511 -3.91652 -0.48102
H 3.77608 -3.78441 -1.80312
H 2.34416 -4.78909 -1.99855
H 0.25340 -2.87545 -0.77927
H 0.08321 -3.73672 -2.30832
H -0.12009 -1.99005 -2.30125
H 2.24322 4.35687 -0.57944
H -0.01287 5.16631 -1.86834
H -2.00050 3.37022 -2.98111
H -2.82566 1.35230 -0.84949
H -1.98298 0.92699 -2.38051
H -3.59826 1.62583 -2.40798
H -3.04014 3.75767 -0.13442
H -3.94318 4.06891 -1.62487
H -2.53306 5.04728 -1.22739
S -2.81208 -1.24171 -0.93880
C -3.62809 -2.73192 -0.61116
N -4.87800 -2.78061 -1.12909
C -5.68702 -3.85515 -1.03780
C -5.25974 -4.97616 -0.38245
C -3.98125 -4.96619 0.18352
C -3.16921 -3.85472 0.07385
H -5.20839 -1.95838 -1.62307
H -6.66077 -3.77481 -1.49892
H -5.89904 -5.84210 -0.30874
H -3.62306 -5.84050 0.70950
H -2.17983 -3.84319 0.50492
```

***

(3)
DFT (the ωB97M-V functional and the def2-TZVPD basis) results for 4 unconnected molecules or ions with the total composition C23H33ClN3S2.

For the electronic energy, the calculation gives -2316.75264 hartree. The frontier orbital gap is 9.11 eV. The charge is +1.

Structure (XYZ):
```
62
C23H33ClN3S2 | the Open Molecules 2025 dataset | the ωB97M-V functional and the def2-TZVPD basis
C 2.86829 -1.44958 -0.66170
C 1.45610 -0.88682 -0.82874
C 0.86983 -0.47761 0.51292
Cl 0.42795 -1.93541 1.41450
S -0.61639 0.57344 0.35704
C 0.07365 2.23499 0.19984
C 0.50084 2.69222 1.59161
C -1.41848 0.12281 -1.18970
C -2.96218 0.08071 -1.09021
C -3.57415 -0.12146 0.30978
S -5.14653 -1.05463 0.13990
H 3.25763 -1.17393 0.31450
H 3.55538 -1.06840 -1.39829
H 2.84931 -2.52918 -0.67978
H 1.41031 -0.06026 -1.53268
H 0.81264 -1.66339 -1.22692
H 1.61136 0.07475 1.07098
H 0.89460 2.24509 -0.50593
H -0.74748 2.83746 -0.16588
H -0.30072 3.23682 2.07036
H 0.76673 1.85757 2.22984
H 1.37791 3.31961 1.51964
H -1.05086 -0.82087 -1.56628
H -1.12542 0.87539 -1.91228
H -3.37515 0.96642 -1.55114
H -3.27034 -0.75729 -1.69811
H -3.86301 0.82382 0.74431
H -2.94551 -0.69285 0.97619
H -4.78342 -2.22721 0.66988
N -2.08807 1.15846 4.98246
C -2.21434 2.05779 5.95616
C -1.16998 2.44871 6.78155
C 0.07472 1.87398 6.58682
C 0.22351 0.93370 5.57914
C -0.88566 0.61348 4.81214
H -3.20498 2.48126 6.07724
H -1.33124 3.18424 7.55707
H 0.91398 2.15066 7.21153
H 1.17666 0.45578 5.39542
H -0.81646 -0.12059 4.01350
N -3.99726 -2.36422 -3.93618
C -5.09168 -2.67110 -3.23847
C -6.33014 -2.90983 -3.81126
C -6.44120 -2.83029 -5.18963
C -5.31440 -2.51625 -5.93264
C -4.12295 -2.29300 -5.26133
H -4.95286 -2.71734 -2.16594
H -7.18318 -3.15205 -3.19278
H -7.39007 -3.01079 -5.67763
H -5.35705 -2.44479 -7.01041
H -3.21857 -2.04656 -5.80674
N 5.85428 0.22927 -0.77192
C 6.85289 -0.59528 -0.45696
C 8.18814 -0.31428 -0.69760
C 8.50853 0.88992 -1.30187
C 7.48441 1.76001 -1.63814
C 6.18233 1.38385 -1.35212
H 6.56047 -1.52867 0.01228
H 8.95573 -1.02221 -0.41827
H 9.53939 1.14624 -1.50788
H 7.68959 2.70956 -2.11237
H 5.35260 2.03810 -1.59884
```

***

(4)
DFT (the ωB97M-V functional and the def2-TZVPD basis) results for C23H33N3O2 in the gas phase.

For the electronic energy, the calculation gives -1211.00667 hartree. The relative energy (zero: lowest compared OMol25 entry of this formula, charge and spin) comes out at 1.549 eV. The frontier orbital gap is 9.25 eV. As for the SMILES: O=C(C[C@@H]1C(=O)NCCN1C/C=C/c1ccccc1)NCCCC1CCCC1. The charge is 0.

Structure (XYZ):
```
61
C23H33N3O2 | the Open Molecules 2025 dataset | the ωB97M-V functional and the def2-TZVPD basis
O -0.94594 -1.17728 -2.47744
C -1.66140 -1.56221 -1.57291
C -3.13807 -1.19849 -1.46460
C -3.34303 -0.26525 -0.24597
C -4.05187 -1.06521 0.83761
O -3.58732 -2.12926 1.21939
N -5.18200 -0.56751 1.35659
C -5.76756 0.69189 0.96658
C -4.64688 1.60870 0.49142
N -4.00767 0.96763 -0.63739
C -3.11582 1.85220 -1.38936
C -1.85970 2.24152 -0.66381
C -0.65612 1.80509 -1.02772
C 0.60695 2.12803 -0.37409
C 0.68914 2.47292 0.97477
C 1.90721 2.78044 1.55096
C 3.06468 2.75950 0.79019
C 2.99855 2.41118 -0.54934
C 1.78442 2.08553 -1.12196
N -1.24790 -2.32181 -0.54470
C 0.14646 -2.57225 -0.26767
C 0.60176 -1.77672 0.95873
C 2.06280 -2.02249 1.34503
C 3.05906 -1.11396 0.62823
C 3.24365 -1.39380 -0.86854
C 4.67689 -0.94517 -1.21112
C 5.32879 -0.55043 0.12154
C 4.48084 -1.24845 1.17888
H -3.46237 -0.69703 -2.37381
H -3.72475 -2.11007 -1.34452
H -2.34779 -0.03479 0.18632
H -5.65507 -1.14013 2.04122
H -6.48563 0.54429 0.15099
H -6.28746 1.12620 1.82376
H -3.95561 1.79285 1.33236
H -5.06259 2.56355 0.16458
H -3.69759 2.74320 -1.64395
H -2.84552 1.34339 -2.31613
H -1.98218 2.89504 0.19043
H -0.57056 1.17464 -1.90455
H -0.20530 2.48290 1.58087
H 1.95551 3.03719 2.59955
H 4.01415 3.00633 1.24244
H 3.89818 2.38948 -1.14687
H 1.73418 1.80628 -2.16441
H -1.91779 -2.52352 0.19340
H 0.29237 -3.64301 -0.09132
H 0.70237 -2.27645 -1.15749
H -0.04470 -2.05930 1.79437
H 0.45146 -0.71113 0.76849
H 2.17089 -1.84511 2.41816
H 2.31781 -3.06864 1.15977
H 2.73799 -0.07584 0.75890
H 2.50481 -0.86536 -1.46775
H 3.13360 -2.46264 -1.05580
H 5.22830 -1.76152 -1.67791
H 4.67693 -0.10924 -1.90940
H 6.37821 -0.83925 0.16922
H 5.26594 0.52891 0.26523
H 4.59104 -0.80137 2.16635
H 4.75124 -2.30419 1.24421
```